Record 1
{"formula": "C15H30Cl6O4", "method": "the ωB97M-V functional and the def2-TZVPD basis", "lumo_energy_ev": 0.4, "relative_energy_kj_mol": 29.9, "total_charge": 0, "total_energy_ev": -99365.8206, "smiles": "CC(C)=O.CC(C)=O.CC(C)=O.CC(C)=O.ClCCl.ClCCl.ClCCl", "largest_force_ev_per_a": 1.55, "symbols": ["Cl", "Cl", "Cl", "Cl", "Cl", "Cl", "O", "O", "O", "O", "C", "C", "C", "C", "C", "C", "C", "C", "C", "C", "C", "C", "C", "C", "C", "H", "H", "H", "H", "H", "H", "H", "H", "H", "H", "H", "H", "H", "H", "H", "H", "H", "H", "H", "H", "H", "H", "H", "H", "H", "H", "H", "H", "H", "H"], "positions_angstrom": [[2.63, -4.29, -1.91], [-0.67, 0.25, -0.27], [1.95, 1.03, 0.79], [3.54, -2.78, 1.50], [0.09, -2.77, -2.14], [3.95, -5.02, 3.36], [-1.42, 5.73, -1.93], [-4.08, 0.10, -4.14], [-0.11, -4.04, 1.44], [2.46, 3.58, 3.25], [0.85, -4.32, -1.76], [0.93, -0.28, 0.24], [-1.56, -2.26, 2.15], [-2.37, -4.33, 0.85], [3.62, 3.89, 3.21], [-1.88, 3.47, -1.46], [3.47, -4.54, 1.74], [-2.10, 4.96, -1.31], [-1.74, 0.14, -3.84], [-3.09, -0.52, -3.82], [-3.12, -1.99, -3.53], [-3.32, 5.43, -0.56], [4.34, 4.35, 4.45], [-1.22, -3.56, 1.42], [4.42, 3.81, 1.94], [-1.52, 3.03, -0.52], [-4.17, -2.31, -3.56], [2.44, -4.84, 1.58], [-0.76, -1.94, 2.80], [5.49, 3.74, 2.12], [-2.53, -2.55, -4.25], [-2.61, -3.98, -0.16], [0.51, -5.04, -2.49], [-3.26, -4.18, 1.46], [3.62, 4.49, 5.24], [1.40, -0.80, -0.59], [4.04, 3.02, 1.30], [-1.71, -1.55, 1.33], [4.11, -5.00, 0.99], [-2.51, -2.44, 2.65], [-3.63, 6.41, -0.91], [-2.14, -5.39, 0.79], [-1.19, 3.33, -2.29], [-2.72, -2.17, -2.53], [-3.10, 5.50, 0.51], [-0.91, -0.53, -3.59], [-1.50, 0.66, -4.76], [0.60, -4.62, -0.75], [5.08, 3.58, 4.70], [4.22, 4.75, 1.40], [0.84, -1.04, 1.01], [-4.12, 4.70, -0.67], [4.94, 5.25, 4.29], [-2.81, 2.96, -1.73], [-1.68, 0.90, -3.04]]}

Record 2
{"formula": "H20O10", "method": "the ωB97M-V functional and the def2-TZVPD basis", "lumo_energy_ev": -0.1, "relative_energy_kj_mol": 485.0, "total_charge": 0, "total_energy_ev": -20797.5859, "smiles": "O.O.O.O.O.O.O.O.O.O", "largest_force_ev_per_a": 4.64, "symbols": ["O", "O", "O", "O", "O", "O", "O", "O", "O", "O", "H", "H", "H", "H", "H", "H", "H", "H", "H", "H", "H", "H", "H", "H", "H", "H", "H", "H", "H", "H"], "positions_angstrom": [[0.54, -1.81, -2.62], [-2.13, 0.56, 2.94], [3.85, -2.14, 0.56], [3.07, 1.15, -0.83], [0.02, 0.12, 0.03], [-2.72, -1.27, -2.17], [-4.38, -0.33, 0.08], [2.34, 4.69, -0.26], [-1.97, 2.67, -0.30], [1.12, -3.71, 1.38], [-4.29, -1.26, 0.12], [-2.14, -0.12, 3.55], [2.74, 4.68, 0.62], [-0.33, -2.02, -2.88], [-2.25, -2.07, -2.41], [-1.77, 2.39, -1.27], [1.90, -3.18, 1.80], [-2.28, -1.05, -1.30], [-1.36, 3.42, -0.33], [3.12, 0.13, -0.64], [2.09, 1.26, -0.68], [3.54, -1.44, 1.02], [0.46, -2.03, -1.61], [-0.21, 0.97, 0.47], [-1.49, 1.14, 3.43], [4.63, -1.76, 0.12], [-4.88, -0.01, -0.75], [0.93, 0.04, 0.01], [1.42, 4.75, -0.12], [0.44, -3.79, 2.03]]}

Record 3
{"formula": "C3H13N2O", "method": "the ωB97M-V functional and the def2-TZVPD basis", "lumo_energy_ev": [-6.7, -13.3], "relative_energy_kj_mol": 134.6, "total_charge": 2, "total_energy_ev": -8329.5089, "s2": 0.756, "spin_multiplicity": 2, "largest_force_ev_per_a": 2.92, "symbols": ["O", "N", "N", "C", "C", "C", "H", "H", "H", "H", "H", "H", "H", "H", "H", "H", "H", "H", "H"], "positions_angstrom": [[1.79, 0.82, -2.69], [-2.75, -1.12, 1.30], [1.89, 0.98, -0.34], [-0.47, -0.59, 2.10], [-1.26, -1.35, 1.04], [1.19, 1.34, -1.54], [-2.99, -1.50, 2.22], [1.34, 1.16, -3.50], [0.57, -0.50, 1.80], [-2.96, -0.12, 1.32], [0.14, 1.00, -1.42], [-1.03, -1.03, 0.03], [-0.85, 0.43, 2.23], [-1.15, -2.43, 1.12], [1.15, 2.43, -1.68], [2.78, 1.49, -0.34], [-0.50, -1.11, 3.06], [2.17, 0.00, -0.46], [-3.34, -1.60, 0.62]]}

Record 4
{"formula": "C3H7NS2", "method": "the ωB97M-V functional and the def2-TZVPD basis", "lumo_energy_ev": 0.5, "relative_energy_kj_mol": 284.0, "total_charge": 0, "total_energy_ev": -26382.2317, "smiles": "C=C=NC.SS", "largest_force_ev_per_a": 4.37, "symbols": ["S", "S", "N", "C", "C", "C", "H", "H", "H", "H", "H", "H", "H"], "positions_angstrom": [[-2.14, -1.00, 0.13], [-3.57, 0.35, 0.17], [1.01, -0.06, -0.06], [0.80, 1.11, 0.21], [0.40, 2.35, 0.56], [1.26, -1.26, 0.61], [2.15, -1.80, 0.28], [-2.18, -1.23, -1.18], [1.52, -0.82, 1.63], [0.30, -1.82, 0.76], [-2.96, 1.27, 0.76], [0.98, 3.25, 0.81], [-0.60, 2.50, 0.51]]}

Record 5
{"formula": "C40H41N6O4PSc", "method": "the ωB97M-V functional and the def2-TZVPD basis", "lumo_energy_ev": -2.5, "relative_energy_kj_mol": 0.0, "total_charge": 1, "total_energy_ev": -89263.8450, "largest_force_ev_per_a": 1.34, "symbols": ["Sc", "P", "O", "O", "O", "O", "N", "N", "N", "N", "N", "N", "C", "C", "C", "C", "C", "C", "C", "C", "C", "C", "C", "C", "C", "C", "C", "C", "C", "C", "C", "C", "C", "C", "C", "C", "C", "C", "C", "C", "C", "C", "C", "C", "C", "C", "C", "C", "C", "C", "C", "C", "H", "H", "H", "H", "H", "H", "H", "H", "H", "H", "H", "H", "H", "H", "H", "H", "H", "H", "H", "H", "H", "H", "H", "H", "H", "H", "H", "H", "H", "H", "H", "H", "H", "H", "H", "H", "H", "H", "H", "H", "H"], "positions_angstrom": [[-0.35, -0.70, 0.10], [-1.34, 4.19, 0.06], [1.48, -0.73, -0.93], [8.23, -0.80, -2.15], [1.82, -1.08, 1.20], [8.61, -1.26, -0.09], [-0.11, -2.98, 0.67], [7.88, -0.95, -1.00], [-1.02, -1.10, 2.40], [-2.77, 0.13, 0.78], [0.30, 1.21, 1.43], [-0.83, 1.02, -1.41], [-0.93, 0.13, 3.21], [0.19, 1.03, 2.75], [-4.69, -0.69, 1.95], [-0.32, -0.36, -3.34], [-1.60, -1.61, -1.56], [1.67, 1.46, -4.12], [2.11, 2.72, 1.80], [-3.21, -2.75, -3.61], [1.99, 2.54, 3.17], [0.37, -4.55, 2.39], [-2.62, 5.12, -0.86], [-3.33, -0.68, 1.68], [-2.65, -2.50, -1.29], [-0.09, 0.82, -2.62], [0.09, -3.94, -0.24], [4.63, -1.22, 0.81], [1.25, 2.03, 0.97], [-2.06, 4.15, 1.74], [3.74, -0.95, -0.22], [-3.58, 1.00, 0.16], [0.04, -3.28, 1.96], [4.19, -0.68, -1.51], [-1.39, -1.30, -2.92], [-0.12, -2.14, 2.94], [-5.51, 0.19, 1.27], [5.56, -0.68, -1.77], [0.45, -5.23, 0.11], [5.99, -1.23, 0.56], [1.47, 0.29, -4.84], [2.27, -0.93, 0.05], [0.58, -5.54, 1.45], [-4.94, 1.06, 0.36], [0.48, -0.60, -4.45], [-3.45, -3.07, -2.28], [-2.19, -1.87, -3.92], [-0.06, 5.49, 0.27], [1.01, 1.68, 3.65], [0.89, 1.72, -3.01], [-2.40, -1.61, 2.41], [6.42, -0.95, -0.73], [1.02, 2.64, -2.44], [0.85, -1.69, 3.11], [-0.82, -0.12, 4.27], [5.95, -0.47, -2.75], [6.72, -1.44, 1.33], [-1.32, 3.76, 2.44], [-2.27, 5.31, -1.88], [-0.80, 1.99, -1.08], [-5.53, 1.78, -0.18], [0.45, -4.76, 3.45], [-2.86, -2.80, -0.26], [-4.25, -3.75, -2.01], [-1.80, 0.77, -1.59], [0.41, 5.71, -0.69], [-6.58, 0.20, 1.46], [-0.50, -2.51, 3.90], [2.86, 3.37, 1.38], [-3.83, -3.17, -4.39], [2.43, 2.16, -4.42], [-3.53, 4.52, -0.93], [0.33, -1.51, -5.02], [0.84, -6.55, 1.76], [3.48, -0.47, -2.30], [-0.49, 6.41, 0.68], [-2.92, 3.49, 1.77], [1.32, 2.11, -0.11], [2.08, 0.07, -5.71], [0.71, 5.14, 0.95], [0.89, 1.51, 4.72], [-2.40, -2.59, 1.92], [2.65, 3.06, 3.85], [0.61, -5.97, -0.67], [4.25, -1.43, 1.80], [-2.86, 6.07, -0.38], [-1.86, 0.68, 3.09], [-0.05, -3.65, -1.27], [-5.09, -1.37, 2.70], [-2.36, 5.15, 2.08], [-2.02, -1.60, -4.96], [-2.75, -1.76, 3.44], [-3.11, 1.69, -0.53]]}

Record 6
{"formula": "C23H38NO3", "method": "the ωB97M-V functional and the def2-TZVPD basis", "lumo_energy_ev": -6.0, "relative_energy_kj_mol": 479.3, "total_charge": 1, "total_energy_ev": -32090.4196, "largest_force_ev_per_a": 3.81, "symbols": ["O", "O", "O", "N", "C", "C", "C", "C", "C", "C", "C", "C", "C", "C", "C", "C", "C", "C", "C", "C", "C", "C", "C", "C", "C", "C", "C", "H", "H", "H", "H", "H", "H", "H", "H", "H", "H", "H", "H", "H", "H", "H", "H", "H", "H", "H", "H", "H", "H", "H", "H", "H", "H", "H", "H", "H", "H", "H", "H", "H", "H", "H", "H", "H", "H"], "positions_angstrom": [[4.94, -0.91, 0.24], [-0.80, -1.60, 1.05], [-3.45, -4.00, -2.05], [4.32, 0.07, 0.43], [4.61, 1.49, -1.55], [-1.79, -1.15, -1.06], [-2.72, 1.14, 2.53], [3.11, 1.35, -1.82], [-3.10, -2.14, 0.85], [-3.43, 1.96, 0.19], [2.55, 0.05, -1.25], [-1.85, -2.33, -4.31], [-1.79, -1.62, 0.34], [2.40, -1.51, 0.72], [-2.55, -1.82, -1.94], [-4.57, -0.72, 2.34], [-3.32, -2.99, -1.41], [-2.68, -1.45, -3.38], [4.60, 2.56, 0.76], [-3.85, -2.82, -0.03], [-4.09, 0.59, 2.98], [5.01, 1.32, -0.08], [2.01, 0.87, 1.09], [2.82, -0.13, 0.25], [-2.82, 2.32, 1.56], [-3.50, -1.85, 2.26], [6.52, 1.18, 0.05], [-4.80, -3.25, 0.23], [2.97, -0.80, -1.79], [-1.21, -0.28, -1.33], [-3.35, 3.15, 2.01], [2.83, -2.31, 0.13], [-4.13, 0.51, 4.07], [3.71, 3.05, 0.37], [5.40, 3.29, 0.74], [-3.75, 0.92, 0.15], [-3.89, -2.76, 2.72], [1.47, 0.01, -1.38], [-2.17, -2.18, -5.34], [-4.98, -0.54, 1.35], [-4.83, 1.35, 2.72], [5.15, 0.75, -2.15], [4.43, 2.30, 1.80], [1.32, -1.56, 0.63], [2.31, 0.85, 2.14], [6.98, 2.11, -0.27], [-2.70, 2.14, -0.61], [-1.80, 2.68, 1.40], [-5.38, -1.09, 2.96], [-2.19, 1.50, 3.41], [-3.74, -1.50, -3.64], [2.66, -1.67, 1.77], [-4.27, 2.60, -0.05], [2.95, 1.36, -2.90], [-2.41, -0.40, -3.47], [-1.97, -3.38, -4.07], [-0.80, -2.04, -4.27], [6.82, 0.99, 1.08], [2.57, 2.21, -1.43], [-2.08, 0.38, 2.09], [4.96, 2.47, -1.87], [2.08, 1.90, 0.74], [-2.63, -1.55, 2.84], [6.92, 0.38, -0.58], [0.96, 0.59, 1.04]]}